The following is a DFT calculation (the ωB97M-V functional and the def2-TZVPD basis) of 6 unconnected molecules or ions with the total composition H12O6.

Summary:
Energy = -12479.5169 eV
Energy above the lowest of the compared OMol25 structures with the same formula, charge and spin = 154.1 kJ/mol
Lowest unoccupied orbital energy = 0.148 eV
HOMO-LUMO gap = 10.627 eV
Structure (SMILES) = O.O.O.O.O.O

Atoms and positions in Å:
1 O -0.395 0.163 -0.292
2 O -2.266 -3.094 0.809
3 O -2.109 1.578 1.377
4 O 0.223 -1.438 -2.898
5 O 3.193 -1.754 -0.537
6 O 1.298 3.394 0.802
7 H -2.226 -2.192 1.127
8 H 0.375 -1.204 -1.982
9 H -1.065 0.445 0.332
10 H 4.063 -1.489 -0.838
11 H 1.082 4.327 0.809
12 H -2.600 1.877 2.143
13 H -1.981 2.368 0.852
14 H 0.217 -2.395 -2.903
15 H 1.643 3.234 -0.077
16 H -2.625 -3.591 1.544
17 H 0.356 0.727 -0.108
18 H 2.817 -0.958 -0.161